Computed, not measured: 2 unconnected molecules or ions with the total composition C8H16N2 in a non-equilibrium geometry, with ωB97M-V/def2-TZVPD.

The geometry in ORCA input format:
```
! wB97M-V def2-TZVPD RIJCOSX def2/J DEFGRID3
* xyz 0 1
C -0.24 1.74 1.86
C 0.18 2.00 0.41
C 0.14 0.35 2.29
C 1.11 -0.50 1.89
C 0.02 -1.37 3.58
N -0.55 -0.24 3.35
N 1.01 -1.64 2.68
H 0.04 2.41 2.67
H -1.33 1.71 1.92
H -0.51 1.53 -0.28
H 1.96 -0.43 1.22
H -0.26 -2.13 4.30
H 1.83 -2.16 2.97
H 1.21 1.68 0.24
H 0.19 3.08 0.23
C -0.15 -0.30 -2.16
C -1.48 0.21 -2.80
C 0.42 -1.49 -2.91
H 0.55 0.52 -2.09
H -0.41 -0.49 -1.12
H -2.23 0.43 -2.04
H -1.88 -0.57 -3.44
H -0.05 -2.42 -2.58
H 0.20 -1.44 -3.97
H -1.25 1.09 -3.40
H 1.50 -1.59 -2.81
*
```

For the relative energy (zero: lowest compared OMol25 entry of this formula, charge and spin), the calculation gives 15.16 kcal per mole. The value obtained for the gap between HOMO and LUMO is 9.597 eV. For the LUMO energy, the calculation gives 0.9 eV. Its HOMO energy is -8.725 eV. As for the total energy: -423.9155 hartree. The calculation puts the largest force on an atom at 1.81 eV/A.